Entry A
Entry from the OMol25 dataset: an isolated ion of composition C12H13N2 and charge +1 (ωB97M-V/def2-TZVPD).

```
! RIJCOSX wB97M-V def2-TZVPD def2/J DEFGRID3
* xyz 1 1
N 2.285 -0.864 2.890
N 0.926 0.129 1.239
C -3.240 0.034 -0.104
C 1.955 -0.466 1.617
C -0.929 0.204 -0.807
C 0.595 2.280 -0.445
C -1.290 -0.431 -1.989
C -3.533 -0.776 -1.243
C 3.034 -0.873 0.496
C 0.443 0.705 -0.628
C 1.545 0.131 -1.231
C 2.457 -0.506 -0.689
C -1.956 0.425 0.121
C -2.551 -0.925 -2.234
H 0.076 0.324 1.740
H -1.587 0.948 0.982
H 0.421 2.535 0.587
H -4.446 -1.282 -1.344
H 2.903 -1.704 3.183
H -2.870 -1.401 -3.161
H -0.640 -0.859 -2.681
H 1.339 -0.920 3.369
H 1.748 2.444 -0.567
H -0.140 2.754 -1.190
H 4.013 -0.277 0.712
H -3.944 0.252 0.665
H 3.387 -1.881 0.712
*
```

The calculation puts the HOMO-LUMO gap at 8.466 eV. Its LUMO energy is -4.27 eV. For the highest occupied orbital energy, the calculation gives -12.74 eV.

In the Löwdin picture, each atom carries the following charge in e:
1. N 0.14
2. N 0.19
3. C -0.03
4. C -0.35
5. C -0.20
6. C 0.02
7. C -0.02
8. C -0.01
9. C -0.08
10. C -0.22
11. C 0.05
12. C 0.04
13. C -0.05
14. C -0.05
15. H 0.11
16. H 0.10
17. H 0.06
18. H 0.10
19. H 0.17
20. H 0.12
21. H 0.10
22. H 0.14
23. H 0.13
24. H 0.13
25. H 0.18
26. H 0.11
27. H 0.13

Entry B
Entry from the OMol25 dataset: C12H13N2 as an isolated structure (ωB97M-V/def2-TZVPD).

```
! RIJCOSX wB97M-V def2-TZVPD def2/J DEFGRID3
* xyz 1 1
N -0.538 -1.992 0.878
N -0.116 -4.356 0.714
C -0.421 1.040 0.798
C -1.657 1.692 1.398
C 0.128 1.580 -0.381
C 0.072 -3.121 1.204
C 1.739 1.680 -2.130
C 1.166 -2.333 1.854
C 0.750 2.049 -2.986
C 1.440 1.537 -0.764
C -0.845 2.057 -1.246
C 0.422 -1.160 1.431
C -0.550 2.404 -2.515
C 0.259 0.154 1.444
H 1.235 -2.389 2.959
H -2.356 0.849 1.795
H -1.307 2.835 -3.079
H 1.049 2.187 -4.113
H -1.815 1.836 -0.965
H -1.366 2.387 2.219
H 2.172 -2.462 1.471
H 0.339 -5.133 0.984
H -0.855 -4.573 0.184
H -1.486 -1.617 0.746
H 2.179 1.507 -0.042
H 2.698 1.196 -2.555
H -2.333 2.147 0.697
*
```

The calculation puts the HOMO-LUMO gap at 8.289 eV. Its LUMO energy is -3.56 eV. For the highest occupied orbital energy, the calculation gives -11.85 eV.

In the Löwdin picture, each atom carries the following charge in e:
1. N 0.20
2. N 0.28
3. C -0.25
4. C -0.01
5. C -0.22
6. C -0.18
7. C -0.08
8. C 0.00
9. C -0.07
10. C 0.00
11. C -0.05
12. C -0.26
13. C -0.03
14. C 0.13
15. H 0.16
16. H 0.12
17. H 0.09
18. H 0.15
19. H 0.09
20. H 0.11
21. H 0.14
22. H 0.09
23. H 0.09
24. H 0.20
25. H 0.10
26. H 0.15
27. H 0.06

Which structure wins on stability? entry B wins.

Entry A
Entry from the OMol25 dataset: an isolated ion of composition C2H7N4S2 and charge +1 (ωB97M-V/def2-TZVPD).

```
! RIJCOSX wB97M-V def2-TZVPD def2/J DEFGRID3
* xyz 1 1
S -1.629 1.157 1.479
S 1.051 1.833 -2.608
N -0.774 -0.939 -2.166
N 0.012 0.729 1.036
N 0.138 -0.373 -1.326
N 0.603 1.441 0.001
C 0.564 0.996 -1.309
C 0.281 -1.050 -0.144
H -0.432 -1.798 -0.037
H 0.604 0.574 1.867
H -1.280 2.427 1.869
H -0.421 -1.823 -2.394
H 1.230 -1.300 0.362
H -0.940 -0.270 -2.950
H 0.760 2.443 0.366
*
```

The calculation puts the HOMO-LUMO gap at 7.904 eV. Its SMILES is C=[N+](N)C(=S)NNS. Its LUMO energy is -5.33 eV. For the highest occupied orbital energy, the calculation gives -13.24 eV.

In the Löwdin picture, each atom carries the following charge in e:
1. S 0.82
2. S 0.80
3. N 0.13
4. N -0.48
5. N -0.21
6. N -0.07
7. C -0.82
8. C 0.16
9. H 0.10
10. H 0.12
11. H -0.10
12. H 0.10
13. H 0.14
14. H 0.13
15. H 0.20

Entry B
Entry from the OMol25 dataset: C2H7N4S2 as an isolated structure (ωB97M-V/def2-TZVPD).

```
! RIJCOSX wB97M-V def2-TZVPD def2/J DEFGRID3
* xyz 1 1
S 2.158 -1.427 4.777
S 1.566 0.785 3.302
N -0.690 0.369 0.353
N -0.718 0.074 -0.898
N 0.182 0.041 1.143
N 0.603 0.099 2.257
C -1.902 0.458 -1.556
C 0.448 -0.098 -1.773
H -1.686 0.326 -2.671
H 1.071 0.890 -1.831
H -2.122 1.564 -1.561
H 1.056 -0.838 -1.363
H 2.647 -1.899 3.660
H 0.190 -0.342 -2.775
H -2.803 -0.001 -1.065
*
```

The calculation puts the HOMO-LUMO gap (alpha / beta) at 6.903 / 6.351 eV. Its LUMO energy (alpha / beta) is -6.16 / -6.62 eV. For the highest occupied orbital energy (alpha / beta), the calculation gives -13.06 / -12.97 eV.

In the Löwdin picture, each atom carries the following charge in e:
1. S 0.42
2. S 0.79
3. N 0.13
4. N -0.23
5. N 0.01
6. N -0.43
7. C -0.05
8. C 0.00
9. H 0.12
10. H 0.15
11. H 0.11
12. H 0.07
13. H -0.28
14. H 0.08
15. H 0.12

Which structure wins on stability? entry A wins.

Entry A
Entry from the OMol25 dataset: C3H3ClNO as an isolated structure (ωB97M-V/def2-TZVPD).

```
! RIJCOSX wB97M-V def2-TZVPD def2/J DEFGRID3
* xyz 1 1
Cl 2.230 0.989 0.251
O 0.935 -1.869 -0.106
N 0.348 -0.847 -0.259
C 0.768 0.487 -0.441
C -1.025 -0.628 0.191
C -0.900 0.659 0.500
H -1.836 -1.318 0.267
H 0.689 1.040 -1.440
H -1.210 1.487 1.037
*
```

The calculation puts the HOMO-LUMO gap (alpha / beta) at 8.616 / 8.617 eV. Its LUMO energy (alpha / beta) is -7.36 / -7.36 eV. For the highest occupied orbital energy (alpha / beta), the calculation gives -15.98 / -15.98 eV.

In the Löwdin picture, each atom carries the following charge in e:
1. Cl 0.80
2. O 0.25
3. N -0.20
4. C -0.55
5. C 0.04
6. C 0.27
7. H 0.14
8. H 0.16
9. H 0.10

Entry B
Entry from the OMol25 dataset: C3H3ClNO as an isolated structure (ωB97M-V/def2-TZVPD).

```
! RIJCOSX wB97M-V def2-TZVPD def2/J DEFGRID3
* xyz 1 1
Cl 1.162 -1.902 -0.099
O 2.173 1.970 0.086
N 0.499 0.688 0.099
C 0.239 -0.613 0.682
C -1.011 -0.515 -0.173
C -0.577 0.739 -0.646
H 0.241 -0.671 1.773
H -0.919 1.509 -1.317
H -1.807 -1.205 -0.404
*
```

The calculation puts the HOMO-LUMO gap (alpha / beta) at 6.928 / 6.835 eV. Its LUMO energy (alpha / beta) is -8.86 / -8.96 eV. For the highest occupied orbital energy (alpha / beta), the calculation gives -15.79 / -15.80 eV.

In the Löwdin picture, each atom carries the following charge in e:
1. Cl 0.82
2. O -0.01
3. N 0.11
4. C -0.61
5. C 0.20
6. C 0.04
7. H 0.15
8. H 0.16
9. H 0.15

Entry C
Entry from the OMol25 dataset: an isolated ion of composition C3H3ClNO and charge +1 (ωB97M-V/def2-TZVPD).

```
! RIJCOSX wB97M-V def2-TZVPD def2/J DEFGRID3
* xyz 1 1
Cl -2.881 0.848 -0.213
O -2.323 -1.928 -0.160
N -1.436 -1.325 0.325
C 0.759 -0.752 -0.636
C 0.045 0.269 -0.274
C -1.390 0.083 0.370
H -1.140 0.238 1.425
H 1.655 -1.316 -0.693
H 0.271 1.297 -0.016
*
```

The calculation puts the HOMO-LUMO gap (alpha / beta) at 6.768 / 8.037 eV. Its LUMO energy (alpha / beta) is -8.36 / -7.73 eV. For the highest occupied orbital energy (alpha / beta), the calculation gives -15.13 / -15.77 eV.

In the Löwdin picture, each atom carries the following charge in e:
1. Cl 0.76
2. O 0.18
3. N -0.05
4. C 0.39
5. C -0.04
6. C -0.65
7. H 0.15
8. H 0.10
9. H 0.16

Which structure wins on stability? entry A wins.

Entry A
Entry from the OMol25 dataset: a 4-piece molecular cluster, C4H16NO3 overall (ωB97M-V/def2-TZVPD).

```
! RIJCOSX wB97M-V def2-TZVPD def2/J DEFGRID3
* xyz 1 1
O 2.206 -0.095 -2.058
O -1.912 2.516 0.592
O 1.534 1.629 2.085
N 0.411 -0.190 0.067
C -0.931 0.068 -0.596
C 0.276 -1.536 0.698
C -1.504 -1.298 -0.949
C -0.761 -2.329 -0.061
H -0.281 -3.051 -0.716
H -0.849 0.691 -1.486
H 2.694 0.721 -2.236
H 1.497 2.587 2.139
H -2.578 -1.282 -0.793
H 1.269 -1.995 0.718
H 2.779 -0.805 -2.368
H -2.795 2.746 0.904
H 0.664 0.558 0.719
H -1.569 0.658 0.067
H -1.315 -1.669 -1.953
H -1.472 3.358 0.438
H 1.974 1.291 2.870
H -1.384 -2.909 0.616
H 1.061 -0.157 -0.742
H 0.165 -1.368 1.766
*
```

The calculation puts the HOMO-LUMO gap at 12.209 eV. Its LUMO energy is -2.74 eV. For the highest occupied orbital energy, the calculation gives -14.95 eV.

In the Löwdin picture, each atom carries the following charge in e:
1. O -0.03
2. O -0.05
3. O -0.03
4. N 0.06
5. C -0.12
6. C -0.12
7. C -0.14
8. C -0.14
9. H 0.11
10. H 0.13
11. H 0.08
12. H 0.06
13. H 0.12
14. H 0.13
15. H 0.08
16. H 0.06
17. H 0.12
18. H 0.09
19. H 0.11
20. H 0.06
21. H 0.06
22. H 0.12
23. H 0.11
24. H 0.13

Entry B
Entry from the OMol25 dataset: a 4-piece molecular cluster, C4H16NO3 overall (ωB97M-V/def2-TZVPD).

```
! RIJCOSX wB97M-V def2-TZVPD def2/J DEFGRID3
* xyz 1 1
O -0.422 -2.947 2.681
O -0.039 -1.165 -3.052
O 2.849 -0.856 -1.383
N 0.282 0.687 -0.894
C -0.956 0.593 -0.094
C -2.000 -0.084 -0.521
C -0.960 1.392 1.183
C 0.212 2.288 1.582
H 1.157 1.750 1.615
H 3.473 -0.496 -0.747
H -2.912 -0.113 0.057
H 0.228 1.533 -1.458
H -0.983 0.636 1.972
H -2.015 -0.700 -1.396
H 0.020 2.718 2.560
H 0.582 -1.817 -3.354
H 1.067 0.919 -0.294
H 3.406 -1.215 -2.081
H -1.173 -3.531 2.819
H 0.174 -3.162 3.400
H -1.886 1.961 1.216
H -0.921 -1.500 -3.109
H 0.463 -0.030 -1.625
H 0.355 3.141 0.923
*
```

The calculation puts the HOMO-LUMO gap at 11.023 eV. Its LUMO energy is -2.90 eV. For the highest occupied orbital energy, the calculation gives -13.92 eV.

In the Löwdin picture, each atom carries the following charge in e:
1. O -0.06
2. O -0.02
3. O -0.05
4. N 0.23
5. C -0.28
6. C 0.11
7. C -0.19
8. C -0.09
9. H 0.07
10. H 0.05
11. H 0.10
12. H 0.18
13. H 0.13
14. H 0.06
15. H 0.09
16. H 0.06
17. H 0.13
18. H 0.05
19. H 0.03
20. H 0.03
21. H 0.13
22. H 0.04
23. H 0.11
24. H 0.08

Which structure wins on stability? entry A wins.